Density functional theory data (wB97M-V/def2-TZVPD) for a cluster of 3 separate species, C23H35Br2F3O7 in total in a non-equilibrium geometry.

## Properties
SMILES string ... CC(=O)OCCCCCC[C@H]1C(=O)O[C@H](/C(Br)=C(/C)Br)[C@@H]1COC(F)(F)F.CC(C)=O.CC(C)=O
E_HOMO ... -9.6 eV
Electronic energy ... -186988.3218 eV
Gap between HOMO and LUMO ... 9.74 eV
Strongest force on any atom ... 3.77 eV Å⁻¹
Multiplicity ... 1

Positions of all 70 atoms, in Å:
C 3.4774 -2.7016 2.4781
C 4.8826 -2.4585 1.9330
O 5.8449 -2.5440 2.6117
O 4.9482 -2.0957 0.6212
C 6.0925 -1.2942 0.3035
C 6.1605 0.0774 1.0231
C 5.1490 1.1382 0.4770
C 3.6648 0.6962 0.5901
C 2.6911 1.8293 1.0469
C 2.0491 1.4576 2.4168
C 0.8688 0.4434 2.3226
C 0.1894 0.5950 3.7423
O 0.8014 0.6557 4.7262
O -1.1926 0.6155 3.6897
C -1.5612 0.4162 2.3354
C -2.4580 -0.7724 1.9649
Br -4.0012 -0.3115 0.8794
C -2.2650 -2.0220 2.3235
C -3.1621 -3.1974 1.9486
Br -0.7311 -2.4994 3.4202
C -0.3483 0.7696 1.4072
C -0.4574 0.1378 0.0182
O 0.6275 0.5078 -0.8591
C 0.2360 0.5098 -2.1474
F -0.5152 -0.5356 -2.4780
F -0.3632 1.6508 -2.4852
F 1.3485 0.4274 -2.8873
H 3.2409 -2.0598 3.3417
H 2.7214 -2.4658 1.7038
H 3.3617 -3.7692 2.7285
H 7.0382 -1.8265 0.5142
H 6.1028 -1.0909 -0.7825
H 7.1928 0.4550 0.8944
H 5.9589 0.0021 2.1073
H 5.3230 2.0468 1.0920
H 5.4386 1.4375 -0.5500
H 3.3340 0.3465 -0.4034
H 3.5750 -0.1455 1.2975
H 1.8972 2.0660 0.3220
H 3.2765 2.7554 1.2149
H 1.6858 2.3636 2.9286
H 2.8343 0.9631 3.0172
H 1.2264 -0.5851 2.1488
H -2.2269 1.2843 2.1406
H -2.5605 -3.8841 1.3210
H -3.3424 -3.7619 2.8832
H -4.0895 -2.9038 1.4432
H -0.3269 1.8765 1.3364
H -1.3924 0.5287 -0.4335
H -0.5783 -0.9549 0.1122
C -7.6355 -0.7366 -0.7661
C -7.7209 -1.9522 0.1239
O -6.7361 -2.5968 0.4066
C -9.0845 -2.3296 0.6461
H -6.6002 -0.5822 -1.0682
H -8.2432 -0.8855 -1.6602
H -7.9795 0.1466 -0.2250
H -9.7553 -2.5480 -0.1867
H -9.4914 -1.5156 1.2484
H -8.9987 -3.2182 1.2695
C 0.0606 2.3569 -7.1421
C 0.2221 3.7061 -6.4852
O 0.5424 4.6835 -7.1223
C -0.0332 3.7827 -5.0002
H 0.2737 2.4462 -8.2063
H 0.7587 1.6422 -6.7025
H -0.9638 2.0016 -7.0173
H 0.6612 3.1300 -4.4691
H -1.0618 3.4893 -4.7833
H 0.1185 4.8063 -4.6607